Formula: C11H13OP
Source: the OMol25 dataset
Level of theory: ωB97M-V/def2-TZVPD

Net charge = 0
Relative energy (zero: lowest compared OMol25 entry of this formula, charge and spin) = 42.4 kcal/mol
HOMO level = -9.479 eV

```
26
Properties=species:S:1:pos:R:3:forces:R:3:lowdin_charge:R:1
C -2.485732 1.832203 0.245322 -1.1 3.9 1.1 -0.137
C -2.496815 0.871193 -0.662027 -1.3 -2.6 -3.9 -0.109
C -1.835878 1.683068 1.451029 2.1 -0.6 0.3 -0.064
C -1.744141 -0.296206 -0.479789 -2.2 1.7 0.2 -0.092
C -1.053109 0.524308 1.687031 -1.1 1.4 0.0 -0.074
C -1.094128 -0.436311 0.719440 1.7 -2.6 -1.3 -0.332
C 2.076042 1.108836 -0.190273 0.3 1.8 0.0 -0.106
C 1.954010 2.437182 -0.201959 0.9 -1.0 -0.9 0.009
C 2.289499 -0.178809 -0.199600 -0.3 -0.5 0.0 -0.129
C 1.840372 -1.155762 -1.321251 -1.0 2.3 1.2 -0.216
C 1.035068 -2.246516 -0.663292 -0.6 1.8 0.3 -0.298
O -1.128707 -3.252492 0.505324 1.3 1.8 0.5 -0.416
P -0.199085 -2.052085 0.672399 -2.2 -1.1 0.9 0.740
H -2.994770 2.804926 -0.053629 0.6 -1.3 0.9 0.133
H -3.206732 0.977915 -1.572099 1.6 -0.2 1.4 0.142
H -1.660488 2.527693 2.082447 -0.5 0.3 0.6 0.097
H -1.920884 -1.091581 -1.162347 0.5 -0.7 -0.5 0.103
H -0.447601 0.389449 2.572829 -0.1 0.1 0.1 0.104
H 2.768749 3.130584 -0.517192 -0.4 -1.0 0.3 0.066
H 1.018371 2.955469 -0.141206 -0.6 -0.2 0.6 0.035
H 2.652170 -0.689827 0.733165 -0.3 0.6 -0.9 0.125
H 0.458555 -1.974264 1.988985 0.0 -0.2 -1.2 0.054
H 1.238300 -0.692758 -2.161284 0.8 -0.1 1.1 0.136
H 2.673889 -1.643416 -1.727800 1.4 -0.5 -0.9 0.083
H 0.591875 -2.686213 -1.517329 -0.9 -1.5 -0.1 0.085
H 1.671164 -2.846595 -0.086897 1.2 -1.6 0.2 0.062
```
Positions in Å, forces in eV/Å.